## i
Computed, not measured: an isolated ion of composition C3H5N and charge +1, with ωB97M-V with the def2-TZVPD basis set.

Last column: Löwdin charge in e.
Geometry (Å):
C  -0.13383  0.96478  0.08780  -0.04
C  -0.84483  0.44385  -0.95480  0.24
C  0.86897  -1.00937  0.79164  0.16
N  0.69597  0.27256  0.95738  0.08
H  -0.19208  1.99711  0.41429  0.14
H  -0.74884  -0.58206  -1.29132  0.09
H  -1.57084  0.99466  -1.53672  0.11
H  1.47506  -1.48508  1.55385  0.11
H  0.45041  -1.59644  -0.02210  0.10

Its spin multiplicity is 2. For the frontier orbital gap (alpha / beta), the calculation gives 0.365 / 0.261 Eh. The total charge is +1. As for the expectation value of S²: 0.763. The calculation puts the LUMO energy (alpha / beta) at -6.63 / -9.36 eV.

***

## ii
Computed, not measured: an isolated ion of composition C3H5N and charge +1, with ωB97M-V with the def2-TZVPD basis set.

Last column: Löwdin charge in e.
Geometry (Å):
C  0.20810  0.40581  -0.53664  -0.05
C  0.68489  -0.20232  -1.61938  0.23
C  -0.61706  0.10557  1.68282  0.14
N  -0.27312  -0.41470  0.54635  0.04
H  0.19520  1.52234  -0.50599  0.16
H  1.54985  0.04605  -2.23448  0.12
H  0.32807  -1.07920  -2.19112  0.14
H  -0.90850  -0.60286  2.43521  0.11
H  -0.90836  1.16220  1.51119  0.12

Its spin multiplicity is 2. For the frontier orbital gap (alpha / beta), the calculation gives 0.352 / 0.257 Eh. The total charge is +1. As for the expectation value of S²: 0.765. The calculation puts the LUMO energy (alpha / beta) at -6.44 / -8.86 eV.

***

Most stable structure - i; separation to the second - 0.777 eV.

***

## i
Computed, not measured: one molecule with the formula C5H10O3, with ωB97M-V with the def2-TZVPD basis set.

Last column: Löwdin charge in e.
Geometry (Å):
O  2.28191  -0.19099  0.97094  -0.17
C  2.24932  0.14551  -0.43821  -0.13
C  0.66322  0.40406  -0.64718  -0.41
O  0.44954  -1.03946  -0.42141  -0.13
C  -0.87899  -1.23119  0.27444  -0.17
C  -1.91331  -0.20816  0.01623  -0.07
C  -1.08982  1.21118  0.24421  -0.18
O  0.22072  1.10662  0.29784  -0.05
H  1.35204  -0.59947  1.51145  0.21
H  2.99635  0.97555  -0.55659  0.13
H  2.49584  -0.78416  -1.08513  0.14
H  0.45850  0.71426  -1.60170  0.14
H  -0.57083  -1.45300  1.28185  0.11
H  -1.32412  -2.11150  -0.05498  0.10
H  -1.96641  -0.27643  -0.96578  0.06
H  -2.87885  -0.32056  0.57890  0.14
H  -1.28375  1.87034  -0.63546  0.13
H  -1.26136  1.78740  1.23056  0.16

As for the structure (SMILES): OCC1OCCCO1. For the frontier orbital gap, the calculation gives 0.374 Eh. The calculation puts the LUMO energy at 0.87 eV.

***

## ii
Computed, not measured: a 2-piece molecular cluster, C5H10O3 overall, with ωB97M-V with the def2-TZVPD basis set.

Last column: Löwdin charge in e.
Geometry (Å):
C  -1.47870  -1.08871  0.94976  0.02
C  -1.33071  0.23542  0.82526  -0.47
C  -2.25514  1.08816  0.01694  -0.04
O  -0.27168  0.89818  1.40704  0.01
H  -0.78236  -1.69152  1.52276  0.06
H  -2.30144  -1.60693  0.46844  0.06
H  -1.92402  2.13178  0.00892  0.08
H  -3.26890  1.05851  0.42738  0.08
H  -2.28278  0.74318  -1.02229  0.08
H  0.37771  0.22364  1.67835  0.09
C  1.11471  -0.47526  -1.66583  0.07
C  2.01919  -0.24831  -0.71654  -0.54
O  2.87847  0.80560  -0.80824  0.06
O  2.10643  -1.04962  0.38521  0.05
H  1.03657  0.18010  -2.52535  0.07
H  0.42040  -1.30343  -1.59065  0.07
H  2.88100  1.21726  0.07349  0.12
H  3.06125  -1.11805  0.56533  0.12

As for the structure (SMILES): C=C(C)O.C=C(O)O. For the frontier orbital gap, the calculation gives 0.330 Eh. The calculation puts the LUMO energy at 0.40 eV.

***

Most stable structure - ii; separation to the second - 3.241 eV.

***

## i
Computed, not measured: a 2-piece molecular cluster, C5H10O3 overall, with ωB97M-V with the def2-TZVPD basis set.

Last column: Löwdin charge in e.
Geometry (Å):
C  -2.74457  -0.36682  -0.75251  0.01
C  -1.34415  -0.68321  -0.31961  -0.35
O  -0.53670  -1.28284  -0.97848  0.12
C  -0.98625  -0.14634  1.07982  -0.49
O  -1.10864  -0.79505  2.08633  0.13
O  -0.92905  1.19911  1.06912  0.12
H  -3.44403  -0.73195  0.00331  0.10
H  -2.95624  -0.81781  -1.72197  0.09
H  -2.85656  0.71837  -0.82160  0.10
H  -0.84116  1.54326  1.97295  0.14
C  2.19979  0.83303  -0.57540  -0.17
C  2.25937  -0.49221  0.15992  -0.17
H  2.36102  1.65664  0.11228  0.06
H  1.22055  0.98053  -1.01904  0.05
H  2.95339  0.86693  -1.35540  0.06
H  3.22550  -0.63399  0.63569  0.06
H  2.10623  -1.32435  -0.52191  0.06
H  1.42150  -0.52331  0.94648  0.07

As for the structure (SMILES): CC(=O)C(=O)O.CC. For the frontier orbital gap, the calculation gives 0.391 Eh. The calculation puts the LUMO energy at 0.54 eV.

***

## ii
Computed, not measured: a 2-piece molecular cluster, C5H10O3 overall, with ωB97M-V with the def2-TZVPD basis set.

Last column: Löwdin charge in e.
Geometry (Å):
C  2.78193  -0.51900  0.93802  0.01
C  1.42710  -0.72856  0.33094  -0.36
O  0.57245  -1.44473  0.77031  0.14
C  1.23830  0.05976  -0.97531  -0.49
O  1.25897  -0.41828  -2.07419  0.14
O  1.07855  1.35780  -0.72470  0.12
H  2.82140  -0.96401  1.93163  0.09
H  3.52282  -1.00285  0.29498  0.10
H  3.01594  0.54550  0.98268  0.09
H  0.91812  1.86248  -1.54968  0.15
C  -2.24851  0.75924  0.46564  -0.17
C  -2.40255  -0.44667  -0.44691  -0.17
H  -2.51515  1.68895  -0.06375  0.07
H  -1.23394  0.83344  0.83266  0.04
H  -2.91066  0.67287  1.32603  0.06
H  -3.43327  -0.54065  -0.78695  0.06
H  -2.12669  -1.35689  0.07850  0.06
H  -1.76481  -0.35841  -1.32987  0.06

As for the structure (SMILES): CC(=O)C(=O)O.CC. For the frontier orbital gap, the calculation gives 0.392 Eh. The calculation puts the LUMO energy at 0.55 eV.

***

Most stable structure - ii; separation to the second - 0.187 eV.

***

## i
Computed, not measured: a 2-piece molecular cluster, C4H10NO3 overall, with ωB97M-V with the def2-TZVPD basis set.

Last column: Löwdin charge in e.
Geometry (Å):
O  -0.41645  -2.54213  -1.58144  -0.09
C  -1.33057  -1.83016  -1.10586  -0.72
O  -2.24761  -1.21022  -1.68814  -0.09
C  -1.35297  -1.68407  0.49043  -0.35
C  -0.38080  -0.58535  0.86159  -0.25
C  -0.80459  0.80732  0.37394  -0.11
N  -0.84708  -2.94944  1.10351  0.00
H  -2.40213  -1.56974  0.72778  0.12
H  0.58040  -0.88742  0.43566  0.11
H  -0.33705  -0.49872  1.96155  0.10
H  -0.30622  0.97026  -0.57551  0.07
H  -1.87491  0.76572  0.15273  0.07
H  -0.66456  1.63918  1.05873  0.05
H  0.09970  -3.04252  0.74092  0.05
H  -1.30440  -3.70574  0.61918  0.05
H  4.45324  5.01418  -1.83147  0.02
H  4.20829  5.82463  -0.59196  0.04
O  4.92771  5.48421  -1.15165  -0.06

For the frontier orbital gap, the calculation gives 0.233 Eh. The total charge is -1. The calculation puts the LUMO energy at 2.61 eV.

***

## ii
Computed, not measured: a 2-piece molecular cluster, C4H10NO3 overall, with ωB97M-V with the def2-TZVPD basis set.

Last column: Löwdin charge in e.
Geometry (Å):
C  0.34137  0.24679  1.70005  -0.49
N  0.49218  0.13574  0.34415  -0.05
C  -1.03923  -1.82303  0.17247  -0.11
C  0.00764  -0.94557  -0.47257  -0.43
C  -0.58373  -0.29659  -1.82743  -0.24
O  -0.69334  1.09191  -1.66175  -0.16
O  -0.24311  -0.46378  2.48535  -0.09
H  0.83517  1.15614  2.08477  0.07
H  -0.48797  1.36144  -0.71719  0.07
H  -1.71333  -1.14607  0.63113  0.06
H  -0.55940  -2.45845  1.02497  0.10
H  -1.48711  -2.51341  -0.50484  0.04
H  0.85940  -1.59656  -0.77225  0.11
H  -1.62497  -0.58478  -2.16236  0.11
H  0.15021  -0.45195  -2.63934  0.09
H  1.52765  2.26711  0.31006  0.00
H  2.34611  2.89820  1.39190  -0.01
O  1.87247  3.12286  0.61288  -0.08

For the frontier orbital gap, the calculation gives 0.291 Eh. The total charge is -1. The calculation puts the LUMO energy at 4.04 eV.

***

Most stable structure - i; separation to the second - 1.174 eV.

***

## i
Computed, not measured: a 2-piece molecular cluster, C5H12N2 overall, with ωB97M-V with the def2-TZVPD basis set.

Last column: Löwdin charge in e.
Geometry (Å):
C  -4.13142  2.11284  0.62243  0.17
C  8.39990  0.45483  0.46542  0.20
C  -3.93437  0.87596  0.35709  -0.03
C  -2.45483  -0.90426  0.00921  0.04
C  -4.93064  -1.13257  -0.34822  0.03
N  -3.77662  -0.33541  0.13937  -0.16
N  8.26163  0.14681  -0.73169  0.24
H  -4.34966  2.74720  -0.25416  0.13
H  9.28687  0.77529  0.88633  0.12
H  7.58852  0.37845  1.07624  0.11
H  -4.09130  2.41419  1.63484  0.10
H  -2.59003  -2.00053  0.45467  0.16
H  -1.88385  -0.33325  0.63646  0.08
H  -2.30492  -1.02958  -1.05710  0.12
H  -4.67691  -1.32720  -1.38987  0.11
H  -5.96127  -0.64339  -0.29104  0.14
H  -4.90929  -2.10136  0.26308  0.13
H  9.02208  0.17983  -1.39714  0.17
H  7.43611  -0.27783  -1.07591  0.15

For the frontier orbital gap, the calculation gives 0.366 Eh. The total charge is +2. The calculation puts the LUMO energy at -7.27 eV.

***

## ii
Computed, not measured: an isolated ion of composition C5H12N2 and charge +2, with ωB97M-V with the def2-TZVPD basis set.

Last column: Löwdin charge in e.
Geometry (Å):
C  1.08578  -2.22311  -1.36150  0.20
N  0.68764  -2.15746  -0.15808  0.11
C  -0.11141  -1.06191  0.42396  -0.25
C  -0.95062  -1.33683  1.40611  0.16
C  0.19944  0.27244  -0.21195  -0.13
C  0.01843  1.61517  0.56206  -0.07
N  -0.65679  2.69279  -0.27548  0.22
H  1.05253  -1.51564  -2.18545  0.14
H  1.55864  -3.15625  -1.69140  0.15
H  0.96175  -2.88743  0.50043  0.20
H  -1.57856  -0.63566  1.94808  0.10
H  -1.04812  -2.29905  1.88912  0.10
H  -0.31436  0.35816  -1.18565  0.13
H  1.27956  0.23862  -0.41446  0.13
H  1.00772  1.91411  0.86529  0.14
H  -0.72402  1.39157  1.33345  0.13
H  -1.64074  2.72063  -0.01209  0.18
H  -0.64037  2.47654  -1.27621  0.17
H  -0.18649  3.59328  -0.15623  0.19

As for the structure (SMILES): C=[NH+]C(=C)CC[NH3+]. For the frontier orbital gap, the calculation gives 0.368 Eh. The total charge is +2. The calculation puts the LUMO energy at -8.53 eV.

***

Most stable structure - ii; separation to the second - 0.108 eV.

***

## i
Computed, not measured: an isolated ion of composition C5H12N2 and charge +2, with ωB97M-V with the def2-TZVPD basis set.

Last column: Löwdin charge in e.
Geometry (Å):
C  -2.83033  2.43441  -1.20436  0.18
N  -1.61017  2.30890  -0.86904  0.08
C  -1.07086  0.91457  -0.91434  0.01
C  -0.01483  0.57339  -0.05725  0.00
C  0.59569  -0.79672  -0.24325  -0.15
C  1.78446  -1.04317  0.73731  -0.06
N  1.68880  -2.39078  1.56047  0.27
H  -3.30699  3.50673  -1.18023  0.17
H  -3.55013  1.68765  -1.70139  0.17
H  -0.98748  2.97510  -0.57353  0.14
H  -1.54757  0.34389  -1.68207  0.13
H  0.25438  1.21483  0.68124  0.08
H  1.02653  -0.89750  -1.19281  0.11
H  -0.21646  -1.53469  -0.10024  0.14
H  2.71137  -1.17111  0.17090  0.13
H  1.90050  -0.15328  1.42649  0.15
H  2.50714  -2.90965  1.49091  0.15
H  1.64035  -2.18815  2.54850  0.18
H  1.02558  -2.87442  1.10264  0.11

As for the structure (SMILES): C=[NH+]/C=C/CC[NH3+]. For the frontier orbital gap, the calculation gives 0.355 Eh. The total charge is +2. The calculation puts the LUMO energy at -8.18 eV.

***

## ii
Computed, not measured: an isolated ion of composition C5H12N2 and charge +2, with ωB97M-V with the def2-TZVPD basis set.

Last column: Löwdin charge in e.
Geometry (Å):
C  1.90597  -1.58928  1.59987  0.21
N  1.20047  -0.52899  1.63252  0.10
C  -0.09424  -0.28644  0.99997  -0.28
C  -1.17376  -0.80098  1.58255  0.17
C  -0.12407  0.75957  -0.09135  -0.14
C  -0.63680  0.24278  -1.46660  -0.13
N  -0.69640  1.39334  -2.41198  0.22
H  1.87519  -2.40264  0.86478  0.14
H  2.85932  -1.81117  2.11746  0.15
H  1.46975  0.05171  2.43870  0.20
H  -2.17290  -0.45003  1.32123  0.11
H  -1.10273  -1.57897  2.31778  0.10
H  0.85023  1.25011  -0.18572  0.13
H  -0.66830  1.66145  0.27201  0.15
H  -1.55984  -0.31718  -1.34414  0.14
H  0.06214  -0.56176  -1.71289  0.14
H  0.05578  2.08914  -2.21278  0.19
H  -1.65805  1.73815  -2.35738  0.19
H  -0.39175  1.14120  -3.36403  0.19

As for the structure (SMILES): C=[NH+]C(=C)CC[NH3+]. For the frontier orbital gap, the calculation gives 0.375 Eh. The total charge is +2. The calculation puts the LUMO energy at -8.40 eV.

***

Most stable structure - ii; separation to the second - 0.304 eV.